The following is a quantum chemistry calculation of 6 unconnected molecules or ions with the total composition C24H46N2O23S5, from OMol25.

Structure (XYZ):
```
100
Properties=species:S:1:pos:R:3
H -1.867 -7.145 -4.498
S -5.558 2.681 -7.352
O 0.716 1.318 -0.260
H -2.577 -7.812 -1.990
C 3.127 1.943 0.493
C 3.525 1.379 1.949
H -1.623 -2.513 1.502
H -4.629 -2.357 -0.005
H 0.096 -2.357 2.145
C -3.824 3.346 -9.018
H 3.685 1.327 -0.302
H -4.393 3.757 -9.857
S -1.818 4.739 5.828
H -5.682 -1.698 -1.283
H 6.099 0.679 0.859
C -3.899 3.528 5.201
H -2.118 -8.872 -4.136
H 4.637 -1.347 1.470
H 6.330 -2.943 1.537
H -3.446 3.575 3.069
O -4.530 2.210 -8.515
H 0.788 -1.644 4.034
O 0.720 4.745 -4.300
H 6.401 -1.931 4.471
C 0.623 0.311 5.226
H 4.967 1.731 3.433
H 8.109 -2.450 3.904
C 0.080 -1.136 4.766
H 3.021 0.360 2.030
O 1.689 -8.268 -2.508
C -3.765 4.328 -7.859
C -2.941 3.431 4.025
S -3.487 -4.239 -1.919
C 6.625 -2.035 2.180
C 2.167 0.538 4.806
H -2.989 4.047 -7.143
H 1.625 2.706 4.854
N 1.220 2.013 2.025
H -3.598 5.352 -8.190
O -1.973 4.461 4.238
H 3.456 2.350 4.829
C -1.577 -7.683 -2.403
O 0.055 2.446 -4.770
C 5.384 -0.994 2.278
H -4.446 2.601 5.369
H -3.799 -1.429 -2.811
H 2.812 0.336 5.740
O -0.609 4.122 6.284
O 0.482 -10.404 -3.056
H -0.795 4.358 -2.970
O -1.536 0.453 2.444
H 1.447 2.285 -3.273
O -4.948 -3.621 -1.587
H 6.827 0.671 2.534
O 1.747 3.546 -6.207
C -4.791 -2.293 -1.085
O -5.226 1.975 -6.150
H -0.233 1.994 -2.759
H -2.831 3.055 -9.363
H -0.430 -1.206 0.788
O -2.127 6.115 6.074
H -1.225 -6.670 -2.194
H 3.192 3.086 0.389
C -0.791 -1.759 1.717
H 0.446 2.673 2.173
H -3.106 -0.918 -1.250
N 4.909 1.567 2.424
O -3.072 3.837 6.325
C -1.230 -0.700 2.835
H 4.807 -1.101 3.270
O -0.666 -8.605 -1.800
C -1.527 -7.984 -3.892
C -3.560 -1.748 -1.792
H 7.510 -1.537 1.637
C 2.441 2.069 4.378
C 5.840 0.505 1.957
H 0.507 0.368 6.368
C 0.255 4.090 -3.117
O -6.882 2.707 -7.894
H -0.005 1.167 4.807
H -2.419 2.469 4.018
H 2.691 3.420 2.677
C 2.487 2.294 2.793
H 0.028 -1.789 5.704
H 6.690 -3.600 3.770
O -3.078 -5.044 -0.806
S 0.481 3.782 -5.583
O -0.663 4.255 -6.303
C 6.992 -2.502 3.674
C 1.529 1.690 0.615
H 0.835 4.410 -2.251
H 2.499 -0.214 4.001
C 0.408 2.604 -3.394
O -2.653 -2.849 -1.871
H -4.608 4.349 5.067
O -1.274 -0.981 4.226
O -3.494 -4.722 -3.266
S 0.502 -8.985 -2.859
O -0.156 -8.280 -4.164
O -5.032 4.208 -7.208
```

Strongest force on any atom ... 4.2 eV/A
E_LUMO ... 0.005 eV
ΔE to the lowest compared entry with this formula, charge and spin ... 86.0 kcal/mol
E ... -4772.8240 a.u.

Here are the Mulliken charges for atoms 1 to 99, given in e: 0.27 1.08 -0.62 0.29 -0.55 0.09 0.25 0.26 0.31 -0.33 0.33 0.29 1.08 0.32 0.23 -0.37 0.30 0.20 0.32 0.32 -0.32 0.16 -0.34 0.29 0.02 0.37 0.26 -0.50 0.10 -0.54 -0.20 -0.06 1.19 -0.46 -0.16 0.25 0.36 0.18 0.31 -0.29 0.41 -0.14 -0.30 0.02 0.32 0.30 0.36 -0.51 -0.53 0.31 -0.44 0.26 -0.33 0.40 -0.56 -0.33 -0.51 0.30 0.31 0.16 -0.55 0.16 0.29 -0.75 0.26 0.30 -0.23 -0.33 0.66 -0.01 -0.33 -0.26 -0.30 0.34 -1.03 -0.87 0.33 -0.30 -0.53 -0.15 0.07 0.11 -0.33 0.35 0.25 -0.55 1.03 -0.47 -0.96 0.15 0.28 -0.07 -0.24 -0.27 0.30 -0.41 -0.56 1.09 -0.33

=====

The following is a quantum chemistry calculation of 2 unconnected molecules or ions with the total composition C2H3N4O3, from OMol25.

Structure (XYZ):
```
12
Properties=species:S:1:pos:R:3
N -1.957 -0.671 -0.484
C -3.131 -1.277 -0.397
C 0.226 -0.122 0.056
O -3.480 2.131 -0.228
O -1.775 1.489 1.011
N -2.763 1.273 0.294
H 0.162 0.914 -0.437
H 0.626 -0.858 -0.730
N -4.223 -1.743 -0.521
O -1.135 -1.397 1.511
H 0.837 -0.203 0.955
N -1.075 -0.677 0.453
```

Strongest force on any atom ... 4.3 eV/A
E_LUMO (spin up / spin down) ... 3.372 / 3.382 eV
Total charge ... -1
ΔE to the lowest compared entry with this formula, charge and spin ... 79.8 kcal/mol
E ... -522.5916 a.u.

Mulliken charges in e: -0.67 0.58 -0.71 -0.56 -0.44 0.26 0.24 0.27 -0.57 -0.73 0.31 1.02

=====

The following is a quantum chemistry calculation of 2 unconnected molecules or ions with the total composition C3H8N4O2, from OMol25.

Structure (XYZ):
```
17
Properties=species:S:1:pos:R:3
H -2.234 1.026 0.789
H 0.832 -1.338 -0.708
N -0.665 0.710 -1.278
H -1.831 -0.480 1.664
N 2.389 1.059 -0.936
O 2.550 0.719 1.397
H 0.277 0.636 -1.753
N 0.483 -0.895 0.138
H 2.477 1.884 -1.490
C 2.425 0.874 0.257
H -0.331 -2.526 0.824
O 0.325 -1.877 1.126
H -0.708 0.891 1.701
C -0.723 -0.145 -0.152
N -1.421 -0.553 -1.345
C -1.429 0.353 1.082
H -2.416 -0.338 -1.316
```

Strongest force on any atom ... 1.6 eV/A
E_LUMO ... 0.845 eV
ΔE to the lowest compared entry with this formula, charge and spin ... 89.4 kcal/mol
E ... -488.4994 a.u.

Mulliken charges in e: 0.40 0.33 -0.56 0.26 -0.57 -0.41 0.30 -0.20 0.27 0.70 0.33 -0.46 0.25 0.83 -0.56 -1.18 0.26

=====

The following is a quantum chemistry calculation of a molecular structure, C2H9B2F3INO5SSb, from OMol25.

Structure (XYZ):
```
25
Properties=species:S:1:pos:R:3
H 0.860 1.414 2.089
H -3.373 -0.018 2.128
B -0.220 0.846 -1.918
H -3.246 0.014 -1.508
C 0.302 1.644 1.195
F 2.583 -2.972 1.226
O -0.186 0.170 -3.099
F 4.309 -1.639 1.315
H -0.238 -1.047 1.627
H 0.441 0.623 -3.664
F 2.487 -1.132 2.399
O -2.954 0.684 1.629
H -0.416 2.603 -1.143
Sb -0.274 -0.176 0.111
S 2.266 -0.766 -0.233
H -3.794 -1.165 -0.540
B -2.528 0.160 0.409
C 2.962 -1.689 1.262
O 2.383 -1.738 -1.296
N -3.552 -0.189 -0.569
H 0.912 2.312 0.605
H -0.606 2.159 1.478
I -0.978 -2.721 -1.058
O -0.220 2.204 -1.991
O 3.080 0.419 -0.454
```

Strongest force on any atom ... 2.6 eV/A
E_LUMO ... 2.571 eV
Total charge ... -1
E ... -1798.1416 a.u.

Mulliken charges in e: 0.37 0.27 0.49 0.27 -1.66 -0.23 -0.48 -0.24 -0.15 0.28 -0.24 -0.63 0.30 0.98 0.83 0.26 0.18 0.51 -0.64 -0.64 0.46 0.43 -0.45 -0.60 -0.67

=====

The following is a quantum chemistry calculation of a molecular structure, C30H47Cl3FeN3O6Si, from OMol25.

Structure (XYZ):
```
91
Properties=species:S:1:pos:R:3
C 1.466 -2.487 1.430
H 3.916 4.599 4.058
H 0.056 5.347 -4.034
H 1.788 4.946 -3.836
H 3.338 1.779 -0.325
C 0.847 5.146 -3.311
Cl -3.307 -0.173 -1.744
C -4.344 -5.340 0.400
C -4.186 1.153 1.195
H 6.293 0.710 -2.096
C -0.922 3.580 -2.487
H 1.692 -2.913 -1.333
N 0.473 3.982 -2.528
H -4.115 -1.940 -3.820
H 3.026 0.129 2.067
H -4.649 -6.359 0.145
N 5.317 2.060 -0.842
H -0.589 -3.305 -1.702
C 1.383 3.366 -1.739
H -6.505 1.040 -0.552
H -3.044 -3.303 -3.823
C -6.963 0.403 0.212
H -2.730 -3.622 2.890
O 4.089 0.205 -1.393
H -0.363 0.341 -1.907
C -4.758 -4.257 -0.371
H 6.176 3.203 0.701
N 2.495 -2.787 0.632
H -1.487 4.330 -3.044
C -3.305 -3.803 1.979
H -7.752 -0.183 -0.276
O 0.308 -2.129 1.090
H 4.340 -3.744 0.500
H -2.844 -2.020 -5.026
H 4.452 3.540 0.366
Si -1.958 -1.382 -2.736
H -1.348 -2.283 -0.467
O -2.596 -0.835 2.193
H -7.445 1.065 0.944
Cl 6.381 3.267 3.637
H 0.996 6.035 -2.679
H 1.707 -2.629 2.502
C 2.408 3.260 3.256
C 5.420 3.303 -0.094
C -0.339 -0.426 -2.709
C 2.129 1.999 2.719
H 3.928 -3.133 2.127
H -4.519 1.689 0.299
H 0.490 -1.099 -2.449
C 3.711 3.639 3.590
H 3.468 -3.101 -1.142
H 3.150 -4.590 1.512
H -6.298 -1.581 0.819
H -3.221 -5.952 2.137
H 5.342 0.776 2.750
H -3.092 1.131 1.211
H -1.064 2.608 -2.982
C -4.454 -2.966 0.050
H 2.771 -1.487 -1.038
H 6.796 2.427 -2.282
C -5.967 -0.545 0.784
H 7.329 1.505 -0.871
H 1.603 3.982 3.387
C 4.776 2.773 3.309
Fe -0.835 -0.983 2.565
C 3.539 -3.605 1.221
C -1.505 -2.745 -1.461
C -3.572 -5.107 1.547
O 0.477 0.392 2.267
H -0.110 0.038 -3.665
C 6.498 1.644 -1.573
H -2.363 -3.431 -1.407
H 5.728 4.126 -0.759
H 2.398 3.801 -1.869
H -4.528 1.723 2.073
H -1.289 3.515 -1.454
C 4.193 1.308 -0.849
C 2.583 -2.545 -0.809
O -0.111 2.588 2.133
H -4.450 -1.500 2.883
C -3.877 -1.331 1.938
C 3.204 1.111 2.511
H -5.354 -4.402 -1.271
C -3.846 -2.717 1.277
H -4.752 -2.127 -0.580
O 1.138 2.435 -0.965
C 4.511 1.472 2.846
C -4.719 -0.250 1.225
C 0.694 1.686 2.359
Cl -0.281 -1.819 4.541
C -3.063 -2.219 -3.976
```

Spin multiplicity ... 5
Strongest force on any atom ... 3.2 eV/A
E_LUMO (spin up / spin down) ... 2.147 / 2.147 eV
Total charge ... -1
ΔE to the lowest compared entry with this formula, charge and spin ... 0.0 kcal/mol
E ... -4721.0317 a.u.

Mulliken charges in e: -0.31 0.40 0.34 0.34 0.07 -0.99 -0.22 -0.43 -1.43 0.30 -0.83 -0.03 0.22 0.30 0.46 0.36 0.23 0.39 0.00 0.28 0.35 -1.49 0.42 -0.78 -0.13 -1.04 0.29 0.32 0.39 -0.35 0.38 -0.13 0.31 0.38 0.21 0.61 -0.38 -0.27 0.28 -0.24 0.31 0.38 -0.40 -0.94 -0.33 0.35 0.37 0.34 -0.03 -0.64 0.31 0.35 0.47 0.40 0.39 0.24 0.15 0.09 0.05 0.30 -0.16 0.30 0.42 0.36 0.42 -1.03 -0.33 -0.77 -0.28 0.47 -1.01 0.12 0.36 0.15 0.34 0.31 0.60 -0.26 -0.72 0.14 0.13 -0.05 0.37 0.28 0.53 -0.39 -0.69 0.43 0.11 -0.65 -1.24

=====

The following is a quantum chemistry calculation of a molecular structure, CH10Ba3O8, from OMol25.

Structure (XYZ):
```
22
Properties=species:S:1:pos:R:3
O -14.705 -13.987 2.524
Ba -13.290 -18.486 5.828
Ba -10.509 -15.894 2.463
O -14.411 -16.023 5.409
H -12.999 -17.025 -1.830
O -13.100 -16.514 3.145
O -12.635 -17.604 1.456
H -13.910 -16.082 4.596
O -14.140 -15.345 -0.039
O -16.335 -19.601 1.979
H -14.225 -15.533 -0.974
C -13.305 -17.526 2.460
H -15.575 -19.044 2.148
H -15.230 -15.598 5.156
H -13.596 -16.056 0.299
O -12.165 -17.408 -1.560
H -12.146 -17.297 -0.609
H -14.334 -14.832 2.779
H -15.988 -20.332 1.467
H -14.906 -14.084 1.593
Ba -11.898 -20.483 1.906
O -13.773 -18.575 2.879
```

Strongest force on any atom ... 7.9 eV/A
E_LUMO ... -15.918 eV
Total charge ... +4
ΔE to the lowest compared entry with this formula, charge and spin ... 113.3 kcal/mol
E ... -721.0348 a.u.

Mulliken charges in e: -0.59 1.86 1.85 -0.74 0.32 -0.87 -0.79 0.51 -0.54 -0.58 0.31 0.98 0.36 0.34 0.28 -0.58 0.23 0.24 0.27 0.33 1.86 -1.06